Entry from the Open Molecules 2025 dataset: C13H25BF2IrN6O2PS2 as an isolated structure (ωB97M-V with the def2-TZVPD basis set).

Element x y z (Å)
1 Ir -0.57187 -0.37395 -0.10574
2 S 1.80812 -0.58633 2.32863
3 C 2.46486 -0.15282 0.86277
4 S 1.64340 -0.09055 -0.62276
5 C 3.86972 0.22238 0.80538
6 C 4.49193 0.57294 -0.41466
7 N 5.00231 0.86035 -1.40783
8 C 4.66911 0.25851 1.96783
9 N 5.33855 0.31083 2.90590
10 C -1.15971 4.59420 1.56808
11 C -0.43816 3.48963 2.34922
12 C -1.08939 3.26877 3.72105
13 C 1.05581 3.81303 2.50435
14 C -0.53414 2.23583 1.58405
15 N -0.56031 1.26908 0.97440
16 H -1.07965 5.52529 2.12902
17 H -2.21672 4.36217 1.43873
18 H -0.70797 4.74332 0.58757
19 H -0.99804 4.18698 4.30117
20 H -0.59568 2.46482 4.26623
21 H -2.14778 3.02795 3.62318
22 H 1.15496 4.73662 3.07463
23 H 1.53126 3.95380 1.53349
24 H 1.57552 3.01861 3.04026
25 C 1.41517 -3.80334 -1.12112
26 P -0.30854 -3.48848 -1.47369
27 C -1.33331 -4.51832 -0.42908
28 C -0.60105 -4.03797 -3.15386
29 O -0.68031 -2.00485 -1.42157
30 H 1.63387 -4.86360 -1.25460
31 H 1.63854 -3.50911 -0.09878
32 H 2.02844 -3.21946 -1.80836
33 H -1.03348 -5.56126 -0.54238
34 H -2.37470 -4.42087 -0.73796
35 H -1.22008 -4.22716 0.61178
36 H -0.38614 -5.10283 -3.24583
37 H 0.04496 -3.48862 -3.83876
38 H -1.64139 -3.85728 -3.42260
39 F 0.26739 -2.72116 1.49031
40 B -0.06158 -1.37520 1.58804
41 F -0.92205 -1.17276 2.65019
42 N -2.65376 -0.60691 0.29399
43 H -3.04780 -1.37759 -0.23758
44 H -3.14425 0.23617 0.00699
45 H -2.83760 -0.77174 1.28022
46 N -1.33303 2.07476 -3.82591
47 C -1.06370 0.99691 -3.05761
48 N -0.43528 -0.04642 -3.63636
49 O -1.41355 0.96930 -1.86562
50 H -1.02133 2.15299 -4.77652
51 H -1.70472 2.88856 -3.37120
52 H -0.02448 0.01164 -4.54977
53 H -0.29237 -0.86683 -3.06731

Energy above the lowest of the compared OMol25 structures with the same formula, charge and spin: 0.0 kcal/mol
Multiplicity: 2
DFT total energy: -66833.363 eV
Total charge: +1
Orbital gap (spin up / spin down): 8.72 / 5.50 eV

These are the Mulliken partial charges, in e, on atoms 1 to 5: atom 1 (Ir): 1.761, atom 2 (S): -0.281, atom 3 (C): 0.940, atom 4 (S): -0.609, atom 5 (C): 0.388


Entry from the Open Molecules 2025 dataset: C8H20BBrInO18S4 as an isolated structure at a distorted geometry (ωB97M-V with the def2-TZVPD basis set).

Element x y z (Å)
1 O -0.34513 -3.34109 7.11136
2 B -0.93618 -2.05975 7.19616
3 O -0.19372 -1.01889 7.80623
4 In -3.02702 -1.51489 6.35812
5 Br -4.97933 -2.85729 7.50061
6 H 0.13756 -3.32695 6.26558
7 H -0.07474 -0.36759 7.09303
8 H -3.32525 0.21326 6.71462
9 H -2.93120 -1.85221 4.61877
10 C -2.99559 2.00232 1.02237
11 C -4.30300 1.36686 0.59330
12 O -4.25881 0.04459 1.12450
13 S -3.43810 0.05500 2.52232
14 O -4.37005 0.12556 3.58644
15 O -2.41794 -0.91904 2.42829
16 O -2.76293 1.51468 2.34419
17 H -2.17114 1.67481 0.38453
18 H -3.04452 3.08855 1.02105
19 H -4.41534 1.33927 -0.48805
20 H -5.15913 1.88467 1.03533
21 C 2.30501 -2.33515 0.29674
22 C 2.41281 -0.86951 -0.06788
23 O 1.12453 -0.32362 0.23983
24 S 0.49543 -1.10733 1.50334
25 O 0.75584 -0.35055 2.67456
26 O -0.80170 -1.54710 1.15888
27 O 1.51154 -2.36416 1.48511
28 H 1.78123 -2.90055 -0.47891
29 H 3.27698 -2.78737 0.47924
30 H 2.64749 -0.71586 -1.10798
31 H 3.15471 -0.36163 0.55250
32 C 5.97315 0.91601 -4.08995
33 C 4.67020 0.28709 -4.53624
34 O 4.72239 -1.05005 -4.02479
35 S 5.53430 -1.05935 -2.63866
36 O 4.60042 -1.01698 -1.56749
37 O 6.54950 -2.04306 -2.71888
38 O 6.19880 0.39518 -2.77605
39 H 6.80425 0.60711 -4.72784
40 H 5.92184 2.00186 -4.06363
41 H 4.55843 0.27833 -5.61746
42 H 3.81104 0.79047 -4.08615
43 C -2.57738 0.77642 -4.08633
44 C -1.99894 1.87626 -4.95264
45 O -1.99085 3.03269 -4.10963
46 S -1.74006 2.57856 -2.58607
47 O -0.36437 2.73743 -2.28392
48 O -2.76384 3.13943 -1.78058
49 O -2.03526 1.01376 -2.78457
50 H -3.66534 0.85028 -4.02313
51 H -2.30278 -0.21613 -4.43545
52 H -2.59056 2.05924 -5.84619
53 H -0.96727 1.65643 -5.23855

DFT total energy: -164706.618 eV
Total charge: -1
Orbital gap: 4.41 eV

These are the Mulliken partial charges, in e, on atoms 1 to 5: atom 1 (O): -0.522, atom 2 (B): 0.163, atom 3 (O): -0.516, atom 4 (In): 0.605, atom 5 (Br): -0.603


Entry from the Open Molecules 2025 dataset: a 2-piece molecular cluster, C4H15N2O overall at a distorted geometry (ωB97M-V with the def2-TZVPD basis set).

Element x y z (Å)
1 C -0.04182 0.24857 0.52391
2 N 0.79267 1.47276 0.27753
3 C 0.06971 -0.57845 -0.71017
4 N 1.43551 -1.07030 -1.09506
5 C -1.20358 -2.53532 -1.96620
6 C -0.86483 -1.87540 -0.63856
7 H 0.31035 -0.31820 1.40315
8 H -1.07909 0.51605 0.68691
9 H 0.91650 1.98151 1.15380
10 H 0.13424 2.09815 -0.18643
11 H -0.34041 -0.04612 -1.56290
12 H 1.94468 -1.45468 -0.28913
13 H 2.00669 -0.28421 -1.41572
14 H 1.31224 -1.91383 -1.65948
15 H -2.10514 -3.12250 -1.81104
16 H -1.35778 -1.89706 -2.83895
17 H -0.45402 -3.26977 -2.28094
18 H -0.31846 -2.42468 0.14546
19 H -1.81768 -1.61132 -0.18234
20 H -1.12681 3.54929 3.36382
21 H 0.13982 4.39597 3.47368
22 O -0.22657 3.60304 3.05888

Energy above the lowest of the compared OMol25 structures with the same formula, charge and spin: 29.3 kcal/mol
DFT total energy: -9412.393 eV
Total charge: +1
Orbital gap: 10.73 eV

These are the Mulliken partial charges, in e, on atoms 1 to 5: atom 1 (C): -0.717, atom 2 (N): -0.624, atom 3 (C): -0.048, atom 4 (N): -0.196, atom 5 (C): -1.210


Entry from the Open Molecules 2025 dataset: C5H5NSn as an isolated structure at a distorted geometry (ωB97M-V with the def2-TZVPD basis set).

Element x y z (Å)
1 Sn -0.32395 -4.03339 0.11115
2 N -0.15810 -1.17589 0.36214
3 C -0.84787 -0.20112 0.98550
4 C -0.65245 1.12906 0.82454
5 C 0.21807 1.47763 -0.23306
6 C 0.86861 0.54314 -1.01537
7 C 0.71066 -0.79158 -0.58404
8 H -1.69224 -0.48952 1.60077
9 H -1.32986 1.82291 1.29886
10 H 0.52268 2.51065 -0.35264
11 H 1.48164 0.79686 -1.86626
12 H 1.20282 -1.58874 -1.13159

Energy above the lowest of the compared OMol25 structures with the same formula, charge and spin: 11.8 kcal/mol
DFT total energy: -12566.657 eV
Total charge: +2
Orbital gap: 5.29 eV

These are the Mulliken partial charges, in e, on atoms 1 to 5: atom 1 (Sn): 1.647, atom 2 (N): -0.222, atom 3 (C): -0.113, atom 4 (C): -0.544, atom 5 (C): -0.074


Entry from the Open Molecules 2025 dataset: a 2-piece molecular cluster, CH5INO overall at a distorted geometry (ωB97M-V with the def2-TZVPD basis set).

Element x y z (Å)
1 C 0.35853 -0.67077 0.62215
2 N -0.39395 0.34393 1.11162
3 O 0.37187 -0.56365 -1.60856
4 I -0.62999 -2.61451 0.62829
5 H 1.49352 -0.54250 0.58309
6 H -0.19427 1.29309 0.91567
7 H -1.44912 0.29927 1.25905
8 H 0.53087 -0.94699 -2.50763
9 H -0.22144 -1.35219 -1.58757

Energy above the lowest of the compared OMol25 structures with the same formula, charge and spin: 34.2 kcal/mol
DFT total energy: -12747.342 eV
Total charge: +1
Orbital gap: 9.65 eV

These are the Mulliken partial charges, in e, on atoms 1 to 5: atom 1 (C): -0.037, atom 2 (N): -0.299, atom 3 (O): -0.529, atom 4 (I): 0.310, atom 5 (H): 0.381


> What is the DFT total energy in the fifth record?

-12747.342 eV


> Which of these has the lowest total charge?

C8H20BBrInO18S4